1.
C2H3Cl3OSi | wB97M-V/def2-TZVPD

As for the multiplicity: 1. The SMILES is O=C([SiH3])C(Cl)(Cl)Cl. Its HOMO-LUMO gap is 0.3430 Ha. As for the energy above the lowest of the compared OMol25 structures with the same formula, charge and spin: 112.81 kcal per mole.

Each line ends with the natural charge from an NBO analysis.
Atoms and positions in Å:
O  -0.6374  -1.4992  0.9529  -0.4736
C  -0.1550  -0.5613  0.4319  0.2985
Si  1.6165  -0.4626  -0.2813  0.7964
C  -1.4103  0.7713  0.0948  -0.2764
Cl  -2.5569  0.5975  1.4083  0.0413
Cl  -0.7261  2.3680  -0.0134  0.0335
Cl  -2.1039  0.2795  -1.4844  -0.0011
H  2.2459  -0.8734  0.8665  -0.1566
H  1.9233  0.8553  -0.5964  -0.1478
H  1.8038  -1.4751  -1.3787  -0.1142

Atoms 1-2, force components in eV/Å:
0.3 -0.3 0.4
-2.4 1.7 -1.3



2.
C2H3Cl3S | wB97M-V/def2-TZVPD

As for the multiplicity: 1. The SMILES is ClC[C@H](Cl)SCl. Its HOMO-LUMO gap is 0.3434 Ha. As for the energy above the lowest of the compared OMol25 structures with the same formula, charge and spin: 15.83 kcal per mole.

Each line ends with the natural charge from an NBO analysis.
Atoms and positions in Å:
Cl  -1.9756  -0.8835  -0.3673  -0.0116
C  -0.9796  0.3883  0.2812  -0.3970
C  0.6861  0.2880  -0.4387  -0.4019
Cl  0.6050  0.8183  -2.1031  0.0102
S  1.2481  -1.4228  -0.4313  0.3000
Cl  1.2829  -1.7677  1.5561  -0.1628
H  -1.3509  1.3677  -0.0043  0.2186
H  -0.8408  0.2756  1.3513  0.2197
H  1.3249  0.9361  0.1561  0.2249

Atoms 1-2, force components in eV/Å:
-0.2 0.0 0.0
3.4 0.0 -1.3



3.
C2H3ClFI | wB97M-V/def2-TZVPD

As for the multiplicity: 3. Its HOMO-LUMO gap (alpha / beta) is 0.2041 / 0.2428 Ha. As for the energy above the lowest of the compared OMol25 structures with the same formula, charge and spin: 40.87 kcal per mole.

Each line ends with the natural charge from an NBO analysis.
Atoms and positions in Å:
C  -0.6174  0.8657  0.1312  -0.3368
C  0.5868  0.9199  0.6759  0.0988
F  0.7399  1.2847  1.9283  -0.3301
Cl  -0.3554  -2.6991  -0.4587  -0.2548
I  2.3523  0.6610  -0.3623  0.1722
H  -1.4388  1.2088  0.6517  0.1853
H  -0.7617  0.4936  -0.8708  0.2085
H  -0.5057  -2.7347  -1.6952  0.2569

Atoms 1-2, force components in eV/Å:
-2.1 0.2 -2.3
1.7 -2.1 2.3



4.
C2H3ClFN | wB97M-V/def2-TZVPD

As for the multiplicity: 1. Its HOMO-LUMO gap is 0.3331 Ha. As for the energy above the lowest of the compared OMol25 structures with the same formula, charge and spin: 50.99 kcal per mole.

Each line ends with the natural charge from an NBO analysis.
Atoms and positions in Å:
C  -1.7092  -0.1621  -0.0678  0.0066
C  0.6836  0.5374  -0.3969  0.4442
N  -0.6192  0.4551  -0.2417  -0.3967
F  1.2297  1.6416  0.0224  -0.3009
Cl  2.8019  -1.4117  0.3627  -0.3804
H  -2.5901  -0.0243  -0.6278  0.2032
H  -1.7221  -0.6028  0.9840  0.1977
H  1.9254  -0.4332  -0.0348  0.2263

Atoms 1-2, force components in eV/Å:
1.9 0.4 3.6
-2.6 -0.8 0.2



5.
C2H3ClFN | wB97M-V/def2-TZVPD

As for the multiplicity: 1. Its HOMO-LUMO gap (alpha / beta) is 0.3033 / 0.3246 Ha. As for the energy above the lowest of the compared OMol25 structures with the same formula, charge and spin: 77.71 kcal per mole.

Each line ends with the natural charge from an NBO analysis.
Atoms and positions in Å:
C  -0.5764  0.2392  -0.9299  0.2187
C  0.9218  -0.1886  1.2797  0.0847
N  -1.6984  -0.2202  -0.8558  -0.6709
F  2.1233  -0.4158  0.7489  -0.3370
Cl  0.4084  1.0510  -2.0133  0.0327
H  0.4065  -1.0676  1.6144  0.1531
H  0.8185  0.7727  1.7470  0.1496
H  -2.4037  -0.1707  -1.5908  0.3691

Atoms 1-2, force components in eV/Å:
0.5 -0.8 2.2
-0.6 0.3 -1.3



6.
C2H3ClN2 | wB97M-V/def2-TZVPD

As for the multiplicity: 1. Its HOMO-LUMO gap (alpha / beta) is 0.2923 / 0.3095 Ha. As for the energy above the lowest of the compared OMol25 structures with the same formula, charge and spin: 126.48 kcal per mole.

Each line ends with the natural charge from an NBO analysis.
Atoms and positions in Å:
C  -4.1433  1.1765  0.1249  0.1829
C  -3.5115  0.0367  0.6782  -0.3251
N  -4.8666  1.8967  -0.4305  -0.2615
N  -0.3641  -1.3516  -0.3478  -0.7825
Cl  -2.2846  -1.0012  0.0273  0.2999
H  -3.8756  -0.3076  1.6156  0.2217
H  0.1602  -0.7815  -1.0560  0.3363
H  0.3634  -1.3575  0.2973  0.3284

Atoms 1-2, force components in eV/Å:
0.0 -1.0 -0.8
0.2 -0.4 -0.4



7.
C2H3ClN3S | wB97M-V/def2-TZVPD

As for the multiplicity: 1. Its HOMO-LUMO gap is 0.3245 Ha. As for the energy above the lowest of the compared OMol25 structures with the same formula, charge and spin: 11.34 kcal per mole. Its total charge is +1.

Each line ends with the natural charge from an NBO analysis.
Atoms and positions in Å:
C  1.0497  -0.7401  0.4515  0.2849
C  -1.0229  0.1678  -0.1162  0.2919
N  1.4604  0.4333  0.6077  -0.6299
N  -0.3236  -0.9720  0.1570  -0.5933
N  -0.2514  1.2503  -1.0027  -0.7644
S  0.5274  1.6942  0.4089  1.0036
Cl  -2.5763  0.4384  0.4137  0.2497
H  1.7188  -1.5217  0.6317  0.2411
H  -0.9623  -1.8145  0.2336  0.4853
H  0.3801  1.0642  -1.7851  0.4309

Atoms 1-2, force components in eV/Å:
-1.5 -0.7 -0.4
3.3 2.2 -2.5



8.
C2H3ClNOP | wB97M-V/def2-TZVPD

As for the multiplicity: 1. Its HOMO-LUMO gap (alpha / beta) is 0.3003 / 0.2770 Ha. As for the energy above the lowest of the compared OMol25 structures with the same formula, charge and spin: 62.00 kcal per mole.

Each line ends with the natural charge from an NBO analysis.
Atoms and positions in Å:
C  0.1803  -1.1652  -0.3521  -0.0392
C  -0.1711  -0.1503  0.6717  -0.1214
N  -0.1603  -2.3317  -0.4022  -0.3966
O  -1.2738  -0.4807  1.5227  -0.8071
P  -1.9472  -1.9802  1.4667  1.0643
Cl  -3.5602  -1.5619  0.3580  -0.2977
H  0.6960  -0.6184  -1.0530  0.1818
H  0.6465  -0.0724  1.4566  0.2149
H  -0.3601  0.7717  0.1149  0.2010

Atoms 1-2, force components in eV/Å:
-1.1 0.5 1.8
0.4 0.7 2.4



9.
C2H3ClO2 | wB97M-V/def2-TZVPD

As for the multiplicity: 3. Its HOMO-LUMO gap (alpha / beta) is 0.2580 / 0.4179 Ha. As for the energy above the lowest of the compared OMol25 structures with the same formula, charge and spin: 0.89 kcal per mole.

Each line ends with the natural charge from an NBO analysis.
Atoms and positions in Å:
C  -0.2192  -1.1378  -0.0463  -0.0474
C  1.4620  0.5214  -0.3436  0.5008
O  0.3500  -0.0625  -0.4939  -0.5219
O  1.5616  1.7173  -0.9635  -0.7034
Cl  2.3886  0.1280  1.0565  -0.0417
H  -1.0433  -1.7088  -0.4552  0.1852
H  0.2012  -1.4258  0.8812  0.1447
H  0.8588  2.3650  -0.9955  0.4837

Atoms 1-2, force components in eV/Å:
0.1 -2.8 2.4
3.7 1.2 -0.9



10.
C2H3ClS | wB97M-V/def2-TZVPD

As for the multiplicity: 1. The SMILES is S=CCCl. Its HOMO-LUMO gap is 0.3013 Ha. As for the energy above the lowest of the compared OMol25 structures with the same formula, charge and spin: 17.32 kcal per mole.

Each line ends with the natural charge from an NBO analysis.
Atoms and positions in Å:
S  0.3619  2.1193  -0.8160  0.0743
C  0.5016  0.7510  0.1773  -0.2544
C  -0.1294  -0.5568  -0.2000  -0.4575
Cl  -1.4703  -0.9689  0.9586  -0.0568
H  0.7760  0.6962  1.3027  0.2154
H  0.4769  -1.5951  -0.2344  0.2512
H  -0.5166  -0.4457  -1.1881  0.2277

Atoms 1-2, force components in eV/Å:
0.7 -2.8 2.2
-0.7 1.4 0.6



11.
C2H3ClS | wB97M-V/def2-TZVPD

As for the multiplicity: 3. Its HOMO-LUMO gap (alpha / beta) is 0.2022 / 0.2435 Ha. As for the energy above the lowest of the compared OMol25 structures with the same formula, charge and spin: 93.48 kcal per mole.

Each line ends with the natural charge from an NBO analysis.
Atoms and positions in Å:
C  -1.6556  0.5166  -0.2002  -0.1642
C  -1.2238  -0.5055  0.2567  -0.2396
S  2.4925  0.1157  0.2501  -0.2838
Cl  -2.1642  1.9037  -0.8939  0.1935
H  -0.9288  -1.4087  0.7013  0.2246
H  2.2905  -0.9200  -0.5517  0.1370
H  1.1894  0.2982  0.4376  0.1325

Atoms 1-2, force components in eV/Å:
-5.8 10.1 -3.9
5.1 -8.7 3.3



12.
C2H3Cs | wB97M-V/def2-TZVPD

As for the multiplicity: 2. Its HOMO-LUMO gap (alpha / beta) is 0.3457 / 0.3724 Ha. As for the energy above the lowest of the compared OMol25 structures with the same formula, charge and spin: 0.00 kcal per mole. Its total charge is +1.

Each line ends with the natural charge from an NBO analysis.
Atoms and positions in Å:
H  4.9608  -2.9853  2.1233  0.0003
C  3.6778  -2.9056  -2.1135  0.1663
C  4.9627  -2.9212  -2.1013  -0.7773
H  5.5311  -1.9804  -2.1259  0.3062
H  5.5041  -3.8769  -2.1492  0.3062
Cs  -0.6129  -2.8602  -1.9901  0.9981

Atoms 1-2, force components in eV/Å:
0.0 0.0 0.0
0.0 0.0 0.1



13.
C2H3F2IO | wB97M-V/def2-TZVPD

As for the multiplicity: 1. The SMILES is FC(F)=CI.O. Its HOMO-LUMO gap is 0.3588 Ha. As for the energy above the lowest of the compared OMol25 structures with the same formula, charge and spin: 36.62 kcal per mole.

Each line ends with the natural charge from an NBO analysis.
Atoms and positions in Å:
F  -2.4993  0.6227  -1.4873  -0.2895
C  -2.3132  0.4655  -0.1831  0.7225
F  -1.8278  1.5386  0.5195  -0.3059
C  -2.5749  -0.6216  0.5000  -0.5616
I  -3.0276  -2.3683  -0.4287  0.1855
H  -2.3845  -0.6790  1.5380  0.2478
O  1.0462  1.6081  -0.3737  -0.9286
H  0.8688  1.8026  -1.2915  0.4656
H  0.7237  0.6530  -0.2981  0.4641

Atoms 1-2, force components in eV/Å:
0.5 0.6 1.1
0.3 1.0 1.2



14.
C2H3F2NO | wB97M-V/def2-TZVPD

As for the multiplicity: 1. The SMILES is O/N=C\C(F)F. Its HOMO-LUMO gap is 0.4121 Ha. As for the energy above the lowest of the compared OMol25 structures with the same formula, charge and spin: 56.82 kcal per mole.

Each line ends with the natural charge from an NBO analysis.
Atoms and positions in Å:
O  -1.6418  0.0699  -0.7092  -0.5487
N  -1.2748  -0.0153  0.5662  -0.0877
C  -0.0321  0.0397  0.7702  -0.0594
C  1.0591  0.0136  -0.2593  0.5116
F  1.8460  -1.0600  -0.1349  -0.3269
F  1.8051  1.1218  -0.1179  -0.3321
H  -2.5856  -0.1776  -0.6996  0.4856
H  0.1929  0.0187  1.8574  0.2093
H  0.6312  -0.0109  -1.2729  0.1483

Atoms 1-2, force components in eV/Å:
-1.2 -0.4 -2.0
0.0 0.2 1.6



15.
C2H3F2NO | wB97M-V/def2-TZVPD

As for the multiplicity: 1. Its HOMO-LUMO gap is 0.3619 Ha. As for the energy above the lowest of the compared OMol25 structures with the same formula, charge and spin: 190.57 kcal per mole.

Each line ends with the natural charge from an NBO analysis.
Atoms and positions in Å:
C  -2.0583  0.0402  -0.0153  -0.2850
C  -0.6027  -0.1280  -0.2863  0.3046
N  2.1617  0.3247  0.4775  0.1002
O  -1.2553  -1.1539  -0.0175  -0.3832
F  2.8611  -0.8267  0.2320  -0.2417
F  2.7796  1.2108  -0.3989  -0.2611
H  -2.5038  0.3377  0.9727  0.2266
H  -2.5848  -0.0554  -1.0168  0.2084
H  1.2025  0.2506  0.0527  0.3311

Atoms 1-2, force components in eV/Å:
-1.6 0.3 -1.6
0.6 1.3 0.2



16.
C2H3F2NS | wB97M-V/def2-TZVPD

As for the multiplicity: 1. Its HOMO-LUMO gap is 0.3114 Ha. As for the energy above the lowest of the compared OMol25 structures with the same formula, charge and spin: 75.61 kcal per mole.

Each line ends with the natural charge from an NBO analysis.
Atoms and positions in Å:
C  0.5394  0.4567  0.9743  -0.1135
C  -0.5510  -1.4826  -0.6317  0.5674
N  0.5496  1.4296  0.1530  -0.7283
F  -0.8302  -0.6287  -1.6237  -0.3241
F  0.6845  -1.9888  -0.8861  -0.3125
S  -1.5109  -1.9383  0.5024  0.0387
H  0.4452  0.7190  2.0552  0.1168
H  0.2005  2.3894  0.2632  0.3669
H  0.4729  1.0435  -0.8066  0.3887

Atoms 1-2, force components in eV/Å:
0.8 -1.7 2.0
2.1 -0.4 -1.4



17.
C2H3F2P | wB97M-V/def2-TZVPD

As for the multiplicity: 1. The SMILES is C=CP(F)F. Its HOMO-LUMO gap is 0.4003 Ha. As for the energy above the lowest of the compared OMol25 structures with the same formula, charge and spin: 0.00 kcal per mole.

Each line ends with the natural charge from an NBO analysis.
Atoms and positions in Å:
C  -1.2070  0.5019  -0.1610  -0.3265
C  -0.3139  -0.4195  -0.0408  -0.5818
P  1.4427  -0.4098  -0.5815  1.4583
F  1.9647  -1.1800  0.7108  -0.5722
F  1.7512  1.0805  0.0655  -0.5839
H  -2.1454  0.5191  0.2166  0.2008
H  -0.8497  1.3578  -0.5907  0.1870
H  -0.6427  -1.4499  0.3811  0.2184

Atoms 1-2, force components in eV/Å:
1.5 0.4 -0.4
0.5 -4.6 0.7



18.
C2H3F3O3S | wB97M-V/def2-TZVPD

As for the multiplicity: 1. The SMILES is O=S(=O)(CO)C(F)(F)F. Its HOMO-LUMO gap is 0.3849 Ha. As for the energy above the lowest of the compared OMol25 structures with the same formula, charge and spin: 44.55 kcal per mole.

Each line ends with the natural charge from an NBO analysis.
Atoms and positions in Å:
O  0.3951  -1.4074  1.5445  -0.9064
S  0.2762  -1.0035  0.1684  1.8956
O  0.4371  -1.8464  -0.9809  -0.8926
C  -1.4823  0.1998  0.0783  -0.1421
O  -1.5949  0.7307  -1.1136  -0.6759
C  1.4979  0.4343  0.1824  0.7455
F  1.1632  1.2038  1.1917  -0.3061
F  2.6720  -0.0736  0.4114  -0.2968
F  1.5617  1.2027  -0.9409  -0.3196
H  -2.2953  -0.4567  0.3802  0.1894
H  -1.0880  1.0405  0.8404  0.2165
H  -1.5427  -0.0242  -1.7622  0.4926

Atoms 1-2, force components in eV/Å:
0.2 -0.8 -0.3
-2.6 2.6 0.8



19.
C2H3F3OS | wB97M-V/def2-TZVPD

As for the multiplicity: 1. Its HOMO-LUMO gap is 0.3546 Ha. As for the energy above the lowest of the compared OMol25 structures with the same formula, charge and spin: 0.00 kcal per mole.

Each line ends with the natural charge from an NBO analysis.
Atoms and positions in Å:
C  -3.6826  0.1397  -0.0025  -0.7353
C  3.0560  -0.3061  -0.1095  0.8660
O  -1.2918  0.6252  0.7293  -0.9084
F  3.8672  -0.9660  -0.9329  -0.3286
F  3.0746  0.9767  -0.4519  -0.3253
F  3.5338  -0.4173  1.1237  -0.3242
S  -2.2508  0.8330  -0.3553  1.1800
H  -4.4540  0.1982  -0.7489  0.2270
H  -3.8823  -0.3787  0.9152  0.2374
H  2.0298  -0.7045  -0.1671  0.1114

Atoms 1-2, force components in eV/Å:
1.0 0.7 -0.8
-0.7 -0.3 -0.1



20.
C2H3F3Si | wB97M-V/def2-TZVPD

As for the multiplicity: 1. Its HOMO-LUMO gap is 0.3310 Ha. As for the energy above the lowest of the compared OMol25 structures with the same formula, charge and spin: 230.62 kcal per mole.

Each line ends with the natural charge from an NBO analysis.
Atoms and positions in Å:
C  1.6428  0.4343  0.0269  0.6749
C  0.3762  0.0965  -0.1204  -0.0915
F  1.9400  1.7672  -0.0931  -0.3065
F  2.7448  -0.2286  0.0610  -0.2377
F  0.6893  -2.0153  -0.0666  -0.5384
Si  -1.5486  0.0129  -0.0117  0.8287
H  -2.0741  -1.4691  -0.4482  -0.0551
H  -2.1884  1.0044  -0.8165  -0.1508
H  -1.5819  0.3977  1.4686  -0.1237

Atoms 1-2, force components in eV/Å:
0.5 2.1 -1.2
0.2 -4.2 -0.1